The following is a DFT calculation (ωB97M-V/def2-TZVPD) of a 4-piece molecular cluster, C27H63N2O13P3S overall in a non-equilibrium geometry.

SMILES = NCCCCC[C@@H]1CC(=O)N[C@@H]1S.CCOP(=O)(OCC)OCC.CCOP(=O)(OCC)OCC.CCOP(=O)(OCC)OCC
E_HOMO = -9.394 eV
gap between HOMO and LUMO = 7.3539 eV

```
109
C27H63N2O13P3S (ωB97M-V/def2-TZVPD)
S 2.528 -3.366 2.441
P -3.699 2.640 6.546
P 6.624 -1.217 -7.959
P -5.605 -1.654 1.301
O -2.875 2.482 5.112
O -4.723 3.718 5.662
O 8.044 -1.564 -8.471
O 5.838 -1.819 -9.300
O -2.782 1.675 7.338
O 4.874 -1.860 -2.077
O -2.940 4.025 7.078
O -5.456 0.069 1.339
O -4.033 -1.659 1.855
O -5.738 -3.197 1.267
O 6.478 -2.568 -7.002
O 5.038 -0.830 -7.387
O -5.260 -1.500 -0.318
N 3.265 -2.972 -0.347
N 4.057 3.831 1.667
C -2.932 -3.822 1.724
C 2.943 -0.581 -0.806
C -5.786 3.263 4.854
C 0.159 0.658 1.159
C -0.802 3.641 8.168
C -6.655 2.208 5.504
C 3.289 2.925 0.683
C 4.812 -0.192 -6.149
C 3.117 -2.286 1.028
C -6.513 0.930 0.976
C 7.232 -3.185 -10.748
C -2.687 1.203 4.529
C 1.731 2.910 1.200
C 5.715 0.994 -5.886
C 7.043 -2.238 -4.665
C 6.520 -1.854 -10.551
C -7.854 0.555 1.570
C 7.439 -2.843 -5.996
C -6.151 -2.014 -1.294
C 0.702 -0.818 0.696
C 0.744 1.919 0.291
C -3.566 -2.767 2.619
C -2.268 4.015 8.334
C 3.855 -1.881 -1.215
C -3.806 0.858 3.566
C -7.164 -0.975 -1.728
C 2.341 -0.862 0.711
H 3.803 1.856 0.803
H -2.778 3.346 9.035
H -0.355 3.389 9.134
H -0.243 4.480 7.739
H 7.089 -1.152 -4.700
H -2.805 -4.763 2.266
H 3.439 3.385 -0.393
H 7.762 -3.519 -9.854
H 2.688 -2.592 3.612
H -3.951 1.652 2.831
H 7.486 -3.931 -5.889
H -7.342 1.780 4.765
H -7.856 -0.743 -0.921
H 3.603 3.731 2.621
H -5.391 2.933 3.895
H -6.663 -2.918 -0.939
H -3.514 -4.017 0.821
H 1.250 1.634 -0.725
H -3.580 -0.069 3.027
H -6.065 1.398 5.940
H -2.337 5.021 8.760
H -8.648 1.154 1.111
H -1.946 -3.486 1.383
H 7.723 -2.569 -3.872
H 4.085 -3.605 -0.216
H -7.861 0.749 2.647
H 4.237 -1.899 1.176
H 6.507 -3.972 -10.983
H -6.410 4.137 4.629
H 6.028 -2.530 -4.386
H -7.252 2.647 6.308
H 5.776 -1.723 -11.343
H -6.243 1.932 1.332
H -1.744 1.241 3.974
H -4.743 0.705 4.096
H -1.021 0.655 1.004
H -2.816 -2.396 3.325
H 0.260 -1.677 1.397
H 0.338 0.811 2.306
H 5.448 1.829 -6.539
H 8.440 -2.499 -6.287
H 6.767 0.761 -6.068
H 3.615 0.376 -0.846
H 2.676 -0.067 1.534
H 7.949 -3.121 -11.572
H 3.772 0.158 -6.157
H 1.721 2.626 2.343
H -0.654 2.799 7.488
H 5.057 3.488 1.751
H 7.213 -1.011 -10.633
H -8.088 -0.502 1.428
H 5.606 1.325 -4.847
H -0.196 2.599 0.009
H -4.378 -3.185 3.222
H 1.310 4.023 1.112
H -7.758 -1.342 -2.573
H -5.546 -2.300 -2.160
H 0.257 -1.049 -0.383
H 4.864 -0.930 -5.351
H -2.588 0.421 5.292
H -6.555 1.008 -0.109
H -6.672 -0.050 -2.035
H 2.141 -0.428 -1.652
```

The following is a DFT calculation (ωB97M-V/def2-TZVPD) of a 7-piece molecular cluster, C14H32N4O18S3 overall in a non-equilibrium geometry.

E_HOMO (alpha / beta) = -0.806 / -4.728 eV
spin multiplicity = 2
gap between HOMO and LUMO (alpha / beta) = 2.9001 / 6.8062 eV
charge = -1

```
71
C14H32N4O18S3 (ωB97M-V/def2-TZVPD)
S -16.559 -15.108 9.035
S -20.108 -6.786 13.258
S -14.699 -11.116 11.118
O -19.376 -7.314 12.071
O -20.643 -15.272 16.668
O -15.850 -5.106 12.128
O -20.727 -5.340 12.859
O -15.420 -9.995 12.089
O -13.388 -11.509 11.598
O -19.983 -12.307 13.540
O -14.981 -15.416 8.958
O -15.830 -12.183 11.551
O -16.641 -15.134 10.628
O -20.241 -10.476 12.584
O -14.820 -10.716 9.725
O -14.402 -6.553 11.399
O -17.495 -10.593 6.206
O -19.384 -6.721 14.568
O -21.664 -7.330 13.448
O -16.873 -13.778 8.543
O -17.315 -16.207 8.417
N -20.230 -11.136 13.597
N -18.722 -15.692 15.543
N -15.259 -10.313 5.875
N -15.223 -6.180 12.234
C -19.872 -15.046 15.704
C -17.684 -15.278 14.549
C -16.323 -10.902 6.423
C -22.515 -6.392 14.052
C -15.412 -7.008 13.497
C -17.098 -11.523 11.622
C -16.775 -10.178 12.202
C -20.592 -10.508 14.910
C -15.404 -15.383 11.195
C -15.300 -9.195 4.893
C -22.097 -5.182 13.271
C -14.298 -15.115 10.153
C -18.431 -16.887 16.298
C -13.860 -10.626 6.264
H -22.644 -5.031 12.341
H -16.340 -6.605 13.902
H -13.327 -9.715 6.533
H -16.861 -10.157 13.288
H -17.661 -16.596 17.013
H -21.145 -11.290 15.429
H -15.444 -16.350 11.697
H -17.498 -11.299 10.633
H -14.558 -6.837 14.153
H -16.042 -11.720 7.103
H -17.314 -16.114 13.956
H -16.281 -8.977 4.469
H -14.695 -9.402 4.010
H -22.129 -4.340 13.963
H -14.947 -8.294 5.394
H -19.974 -14.244 14.957
H -13.925 -14.102 10.005
H -17.926 -14.492 13.832
H -23.591 -6.559 14.010
H -18.056 -17.636 15.601
H -13.796 -11.223 7.174
H -17.802 -12.034 12.279
H -13.456 -15.789 10.311
H -22.235 -6.261 15.098
H -19.669 -10.252 15.430
H -16.770 -14.992 15.069
H -19.394 -17.213 16.690
H -15.184 -14.678 11.997
H -17.293 -9.374 11.680
H -15.519 -8.060 13.231
H -21.156 -9.584 14.786
H -13.270 -11.191 5.542
```

The following is a DFT calculation (ωB97M-V/def2-TZVPD) of a 3-piece molecular cluster, C3H9NO2 overall in a non-equilibrium geometry.

SMILES = C=CN=C.O.O
E_HOMO = -9.703 eV
gap between HOMO and LUMO = 10.0424 eV

```
15
C3H9NO2 (ωB97M-V/def2-TZVPD)
O 1.393 1.226 -2.473
O 1.658 0.998 0.801
N -0.862 -0.019 0.318
C -0.156 -1.997 1.312
C -1.857 0.677 -0.044
C -0.952 -1.428 0.396
H 0.776 0.613 0.891
H 1.863 1.387 1.665
H 0.687 0.626 -2.202
H 2.098 1.096 -1.811
H 0.499 -1.325 1.859
H -1.691 1.740 -0.198
H -2.799 0.211 -0.317
H -0.179 -3.012 1.673
H -1.518 -1.908 -0.381
```

The following is a DFT calculation (ωB97M-V/def2-TZVPD) of a 2-piece molecular cluster, C6H15N3 overall in a non-equilibrium geometry.

SMILES = [H]/N=C(\C)N.C=NC(C)C
E_HOMO = -8.513 eV
gap between HOMO and LUMO = 9.4772 eV

```
24
C6H15N3 (ωB97M-V/def2-TZVPD)
N 0.807 3.127 -0.413
N 0.516 0.884 -0.341
N 0.009 -1.803 0.261
C 2.055 1.841 -2.042
C -1.087 -0.267 1.742
C -1.254 -1.557 0.945
C 0.785 -2.697 0.669
C 1.110 1.869 -0.865
C -2.332 -1.394 -0.125
H -2.072 -0.562 -0.774
H 0.601 -3.313 1.558
H 0.725 -0.140 -0.578
H -2.420 -2.297 -0.727
H -3.293 -1.188 0.341
H -1.509 -2.406 1.607
H -2.056 0.131 2.038
H 0.299 3.170 0.455
H 1.705 2.513 -2.825
H 2.137 0.835 -2.445
H 3.043 2.184 -1.734
H 1.744 -2.828 0.185
H 1.453 3.876 -0.594
H -0.469 0.473 1.022
H -0.497 -0.451 2.639
```

The following is a DFT calculation (ωB97M-V/def2-TZVPD) of a 3-piece molecular cluster, C3H6INO2 overall in a non-equilibrium geometry.

E_HOMO = -8.361 eV
gap between HOMO and LUMO = 8.9078 eV

```
13
C3H6INO2 (ωB97M-V/def2-TZVPD)
I -3.575 1.069 -0.028
O -0.430 -2.534 1.225
O -0.513 -2.835 -1.047
N 1.340 -0.215 1.045
C 0.740 1.130 -0.747
C -0.439 -2.682 0.085
C 0.626 -0.177 -0.041
H -0.412 1.458 -0.720
H 1.314 1.879 -0.206
H 1.901 0.525 1.427
H 0.792 1.295 -1.862
H 1.316 -1.061 1.581
H -2.659 2.149 -0.712
```

The following is a DFT calculation (ωB97M-V/def2-TZVPD) of a 2-piece molecular cluster, C5H11NO overall in a non-equilibrium geometry.

SMILES = C=C/C=C(/C)N.O
E_HOMO = -7.677 eV
gap between HOMO and LUMO = 8.5556 eV

```
18
C5H11NO (ωB97M-V/def2-TZVPD)
O 0.147 -5.170 -2.247
N 0.177 1.882 -1.190
C -1.651 0.230 0.546
C 1.697 2.136 0.658
C 0.349 1.740 0.168
C -1.669 -1.010 1.007
C -0.569 1.153 0.969
H 0.123 -5.120 -1.282
H 2.476 1.407 0.458
H -0.884 -1.379 1.657
H 0.925 2.214 -1.769
H 2.002 3.116 0.305
H 1.739 2.211 1.741
H -2.424 0.648 -0.099
H -0.712 1.561 -1.520
H 1.086 -5.080 -2.444
H -2.570 -1.610 1.040
H -0.243 1.072 2.002
```

The following is a DFT calculation (ωB97M-V/def2-TZVPD) of the molecule C6H6N2 in a non-equilibrium geometry.

SMILES = C=Cc1ccnnc1
E_HOMO = -9.456 eV
gap between HOMO and LUMO = 9.2317 eV

```
14
C6H6N2 (ωB97M-V/def2-TZVPD)
N -0.687 1.495 -1.908
N -1.877 1.583 -1.258
C 0.283 0.703 -1.455
C -1.051 0.124 0.418
C 1.364 -0.764 0.196
C 0.191 0.031 -0.239
C -2.001 0.945 -0.146
C 1.486 -1.324 1.405
H 1.149 0.507 -2.086
H 2.181 -0.794 -0.515
H -2.949 0.994 0.354
H 2.439 -1.753 1.761
H 0.677 -1.290 2.173
H -1.206 -0.458 1.301
```

The following is a DFT calculation (ωB97M-V/def2-TZVPD) of a 2-piece molecular cluster, C8H12F2N3O overall in a non-equilibrium geometry.

E_HOMO = -13.143 eV
gap between HOMO and LUMO = 9.6976 eV
charge = +1

```
26
C8H12F2N3O (ωB97M-V/def2-TZVPD)
F -0.188 0.202 -2.416
F 1.253 2.104 -1.635
O -0.886 2.802 -2.130
N -1.911 1.662 0.050
N -0.051 -2.243 1.323
N -0.593 1.504 -0.264
C -0.510 3.413 -3.405
C -0.108 0.383 0.377
C 1.235 -0.189 0.217
C -0.993 -1.254 2.032
C -1.076 -0.112 1.170
C -0.112 2.043 -1.477
C -2.214 0.693 0.908
C 1.309 -1.585 0.953
H -0.085 4.401 -3.215
H 1.839 -1.468 1.974
H -1.425 3.548 -3.978
H -1.884 -1.726 2.164
H -0.650 -1.004 2.973
H 1.839 0.550 0.706
H 2.016 -2.201 0.555
H 0.154 2.826 -3.956
H -0.573 -2.476 0.438
H 1.463 -0.308 -0.814
H -3.186 0.842 1.439
H 0.072 -3.151 1.875
```

The following is a DFT calculation (ωB97M-V/def2-TZVPD) of C6H8O6V as an isolated structure in a non-equilibrium geometry.

E_HOMO (alpha / beta) = -12.759 / -14.086 eV
spin multiplicity = 5
gap between HOMO and LUMO (alpha / beta) = 8.1206 / 9.4598 eV
charge = +1

```
21
C6H8O6V (ωB97M-V/def2-TZVPD)
V -1.615 -0.949 -0.235
O -1.088 0.951 -0.151
O 1.364 -0.958 0.963
O -3.069 0.231 0.313
O 2.170 -1.953 -0.769
O -2.646 2.439 0.595
O -0.058 -1.849 -0.522
C 3.121 -0.881 -0.524
C -2.374 1.301 0.303
C 1.048 1.445 -1.107
C 1.080 -1.648 -0.111
C 2.790 -0.700 0.971
C -0.048 1.937 -0.233
H 2.934 0.319 1.343
H 0.760 0.947 -2.037
H -0.498 2.860 -0.632
H 3.296 -1.392 1.653
H 0.310 2.155 0.783
H 1.871 2.147 -1.253
H 3.276 0.408 -0.735
H 3.422 -0.816 -1.579
```

The following is a DFT calculation (ωB97M-V/def2-TZVPD) of CClIS as an isolated structure in a non-equilibrium geometry.

E_HOMO = -9.587 eV
gap between HOMO and LUMO = 7.8727 eV

```
4
CClIS (ωB97M-V/def2-TZVPD)
I 0.061 0.726 -2.221
Cl 1.725 0.543 1.063
S -1.117 -0.830 0.488
C -0.146 0.072 -0.328
```

The following is a DFT calculation (ωB97M-V/def2-TZVPD) of the molecule C5H7N in a non-equilibrium geometry.

SMILES = N#CC1CCC1
E_HOMO = -10.626 eV
gap between HOMO and LUMO = 11.5926 eV

```
13
C5H7N (ωB97M-V/def2-TZVPD)
N -2.129 0.779 0.139
C -0.233 -0.922 0.119
C -1.164 1.406 -0.020
C 0.287 1.153 -0.146
C 0.326 -0.090 -1.091
C 0.547 0.118 0.995
H 0.950 2.009 -0.300
H -1.417 -0.771 0.252
H 1.636 -0.050 1.034
H 1.388 -0.286 -1.316
H 0.003 -1.982 0.193
H 0.182 0.329 2.001
H -0.234 -0.069 -2.028
```

The following is a DFT calculation (ωB97M-V/def2-TZVPD) of CHI2NO2 as an isolated structure in a non-equilibrium geometry.

E_HOMO (alpha / beta) = -9.151 / -8.568 eV
gap between HOMO and LUMO (alpha / beta) = 7.9662 / 7.2065 eV

```
7
CHI2NO2 (ωB97M-V/def2-TZVPD)
I 1.712 -1.000 0.955
I -1.790 -2.032 0.020
O 2.414 -2.083 -1.951
O 4.280 -1.028 -1.405
N 3.208 -1.479 -1.258
C -0.021 -0.909 -0.194
H -0.467 0.061 -0.453
```

| no. | calculated total energy (Ha) |
| --- | --- |
| 1 | -3576.12904 |
| 2 | -3320.21143 |
| 3 | -324.88182 |
| 4 | -401.83456 |
| 5 | -620.78203 |
| 6 | -327.05109 |
| 7 | -341.67446 |
| 8 | -750.91637 |
| 9 | -1628.40730 |
| 10 | -1194.09414 |
| 11 | -249.37968 |
| 12 | -839.11109 |